(1)
This record from the OMol25 dataset describes an isolated molecule of C22H27N3O4 at a distorted geometry. The level of theory is the ωB97M-V functional and the def2-TZVPD basis.

Bonds (Å) are listed after each position.
Cartesian coordinates (Å):
1 C 4.752 3.750 2.725  C2 1.496, H30 1.087, H31 1.090, H32 1.090
2 C 3.562 2.958 2.284  C1 1.496, C3 1.389, C28 1.399
3 C 3.072 1.928 3.078  C2 1.389, C4 1.382, H33 1.081
4 C 1.981 1.174 2.693  C3 1.382, C5 1.392, H34 1.080
5 C 1.348 1.449 1.484  C4 1.392, C6 1.487, C27 1.392
6 C 0.157 0.706 0.993  C5 1.487, O7 1.225, N8 1.359
7 O -0.681 1.262 0.293  C6 1.225
8 N 0.135 -0.594 1.385  C6 1.359, C9 1.399, H35 1.014
9 C -0.668 -1.719 1.168  N8 1.399, C10 1.356, C16 1.507
10 C -0.229 -2.924 1.608  C9 1.356, C11 1.428, H36 1.081
11 C 0.978 -3.267 2.291  C10 1.428, C12 1.377, O15 1.364
12 C 1.387 -4.508 2.728  C11 1.377, C13 1.410, H37 1.070
13 C 2.642 -4.328 3.346  C12 1.410, C14 1.361, H38 1.070
14 C 2.923 -3.000 3.252  C13 1.361, O15 1.347, H39 1.072
15 O 1.929 -2.347 2.620  C11 1.364, C14 1.347
16 C -2.022 -1.757 0.506  C9 1.507, O17 1.223, N18 1.337
17 O -2.560 -2.838 0.310  C16 1.223
18 N -2.594 -0.587 0.202  C16 1.337, C19 1.444, H40 1.023
19 C -3.866 -0.500 -0.476  N18 1.444, C20 1.531, H41 1.092, H42 1.096
20 C -3.794 0.378 -1.727  C19 1.531, N21 1.452, H43 1.093, H44 1.106
21 N -3.461 -0.364 -2.930  C20 1.452, C22 1.454, C26 1.453
22 C -2.140 -0.970 -2.884  N21 1.454, C23 1.528, H45 1.089, H46 1.105
23 C -1.898 -1.756 -4.172  C22 1.528, O24 1.409, H47 1.091, H48 1.100
24 O -2.016 -0.942 -5.317  C23 1.409, C25 1.407
25 C -3.293 -0.353 -5.358  O24 1.407, C26 1.528, H49 1.092, H50 1.101
26 C -3.561 0.482 -4.108  N21 1.453, C25 1.528, H51 1.093, H52 1.106
27 C 1.820 2.498 0.700  C5 1.392, C28 1.384, H53 1.080
28 C 2.920 3.250 1.076  C2 1.399, C27 1.384, C29 1.497
29 C 3.408 4.361 0.199  C28 1.497, H54 1.089, H55 1.090, H56 1.086
30 H 5.129 3.386 3.678  C1 1.087
31 H 5.550 3.684 1.987  C1 1.090
32 H 4.491 4.802 2.834  C1 1.090
33 H 3.554 1.716 4.022  C3 1.081
34 H 1.613 0.404 3.356  C4 1.080
35 H 0.966 -0.860 1.902  N8 1.014
36 H -0.888 -3.758 1.417  C10 1.081
37 H 0.848 -5.425 2.614  C12 1.070
38 H 3.253 -5.082 3.798  C13 1.070
39 H 3.758 -2.413 3.578  C14 1.072
40 H -2.037 0.270 0.242  N18 1.023
41 H -4.186 -1.511 -0.736  C19 1.092
42 H -4.596 -0.067 0.217  C19 1.096
43 H -4.779 0.822 -1.897  C20 1.093
44 H -3.078 1.201 -1.543  C20 1.106
45 H -2.093 -1.666 -2.048  C22 1.089
46 H -1.352 -0.205 -2.764  C22 1.105
47 H -0.886 -2.164 -4.188  C23 1.091
48 H -2.626 -2.580 -4.227  C23 1.100
49 H -3.316 0.273 -6.253  C25 1.092
50 H -4.063 -1.136 -5.438  C25 1.101
51 H -4.570 0.899 -4.160  C26 1.093
52 H -2.836 1.315 -4.069  C26 1.106
53 H 1.306 2.713 -0.225  C27 1.080
54 H 3.384 5.309 0.735  C29 1.089
55 H 4.437 4.182 -0.109  C29 1.090
56 H 2.789 4.448 -0.689  C29 1.086

Its total energy is -35912.4245 eV. As for the gap between HOMO and LUMO: 0.291 Eh. Its spin multiplicity is 1. The value obtained for the lowest unoccupied orbital energy is -0.02 eV. The calculation puts the energy above the lowest of the compared OMol25 structures with the same formula, charge and spin at 3.266 eV. Its structure (SMILES) is Cc1ccc(C(=O)N/C(=C\c2ccco2)C(=O)NCCN2CCOCC2)cc1C.

Mulliken analysis output, partial charges in e: C -1.580; C 1.348; C -1.201; C -0.899; C 0.032; C 0.897; O -0.817; N -0.355; C 0.070; C -0.502; C 0.542; C -0.370; C -0.707; C -0.449; O -0.307; C 0.251; O -0.735; N -0.027; C -1.113; C -0.604; N -0.101; C 0.067; C -0.831; O -0.388; C -0.656; C -0.583; C -0.891; C 1.096; C -1.599; H 0.380; H 0.325; H 0.332; H 0.335; H 0.632; H 0.390; H 0.487; H 0.526; H 0.453; H 0.495; H 0.346; H 0.492; H 0.421; H 0.435; H 0.363; H 0.135; H 0.181; H 0.377; H 0.371; H 0.357; H 0.352; H 0.405; H 0.341; H 0.418; H 0.342; H 0.331; H 0.390

---

(2)
This record from the OMol25 dataset describes an isolated molecule of C4H9NO at a distorted geometry. The level of theory is the ωB97M-V functional and the def2-TZVPD basis.

Bonds (Å) are listed after each position.
Cartesian coordinates (Å):
1 C 0.455 -0.092 -1.756  C2 1.530, H7 1.095, H8 1.101, H9 1.098
2 C -0.566 0.439 -0.748  C1 1.530, C3 1.521, H10 1.127, H11 1.096
3 C 0.042 1.109 0.475  C2 1.521, N4 1.595, H12 1.095, H13 1.095
4 N 0.356 0.002 1.580  C3 1.595, C5 1.359, H14 1.022
5 C -0.319 -1.177 1.570  N4 1.359, O6 1.223, H15 1.107
6 O -1.413 -1.335 1.046  C5 1.223
7 H -0.022 -0.752 -2.488  C1 1.095
8 H 1.003 0.678 -2.321  C1 1.101
9 H 1.205 -0.692 -1.225  C1 1.098
10 H -1.104 -0.387 -0.201  C2 1.127
11 H -1.428 0.950 -1.192  C2 1.096
12 H -0.663 1.819 0.921  C3 1.095
13 H 1.009 1.595 0.310  C3 1.095
14 H 1.281 -0.091 2.004  N4 1.022
15 H 0.163 -2.064 2.026  C5 1.107

Its total energy is -7830.7744 eV. As for the gap between HOMO and LUMO: 0.369 Eh. Its spin multiplicity is 1. The value obtained for the lowest unoccupied orbital energy is 0.88 eV. The calculation puts the energy above the lowest of the compared OMol25 structures with the same formula, charge and spin at 1.546 eV. Its structure (SMILES) is CCCNC=O.

Mulliken analysis output, partial charges in e: C -1.175; C -0.280; C -0.526; N -0.199; C -0.043; O -0.583; H 0.335; H 0.315; H 0.290; H 0.289; H 0.396; H 0.224; H 0.341; H 0.260; H 0.357

---

(3)
This record from the OMol25 dataset describes a 3-piece molecular cluster, C4H14N4O overall. The level of theory is the ωB97M-V functional and the def2-TZVPD basis.

Bonds (Å) are listed after each position.
Cartesian coordinates (Å):
1 H -0.033 -0.860 -1.631  N2 1.014
2 N -0.870 -1.031 -1.084  H1 1.014, C3 1.275
3 C -0.819 -0.560 0.099  N2 1.275, N4 1.393, N5 1.369
4 N 0.214 0.220 0.616  C3 1.393, H8 1.015, H9 1.008
5 N -1.876 -0.802 0.934  C3 1.369, C6 1.445, N7 1.409
6 C -2.135 -0.025 2.125  N5 1.445, H10 1.087, H11 1.095, H12 1.094
7 N -3.015 -1.421 0.382  N5 1.409, H13 1.019, H14 1.022
8 H 1.115 0.056 0.178  N4 1.015
9 H 0.275 0.272 1.621  N4 1.008
10 H -3.151 -0.256 2.434  C6 1.087
11 H -2.052 1.052 1.946  C6 1.095
12 H -1.454 -0.310 2.933  C6 1.094
13 H -2.762 -2.374 0.126  N7 1.019
14 H -3.264 -0.956 -0.494  N7 1.022
15 C 3.131 0.590 -1.432  C16 1.319, H17 1.076, H18 1.079
16 C 3.168 -0.480 -0.661  C15 1.319, H19 1.079, H20 1.080
17 H 2.811 0.540 -2.458  C15 1.076
18 H 3.395 1.571 -1.070  C15 1.079
19 H 2.897 -1.459 -1.023  C16 1.079
20 H 3.502 -0.433 0.365  C16 1.080
21 O 0.597 2.477 -1.295  H22 0.960, H23 0.963
22 H 0.003 2.302 -2.028  O21 0.960
23 H 0.325 1.888 -0.584  O21 0.963

Its total energy is -12381.5185 eV. As for the gap between HOMO and LUMO: 0.352 Eh. Its spin multiplicity is 1. The value obtained for the lowest unoccupied orbital energy is 0.77 eV. The calculation puts the energy above the lowest of the compared OMol25 structures with the same formula, charge and spin at 1.427 eV. Its structure (SMILES) is [H]/N=C(\N)N(C)N.C=C.O.

Mulliken analysis output, partial charges in e: H 0.234; N -0.773; C 0.625; N -0.475; N 0.233; C -0.954; N -0.704; H 0.141; H 0.175; H 0.298; H 0.330; H 0.310; H 0.267; H 0.263; C -0.254; C -0.751; H 0.230; H 0.223; H 0.283; H 0.323; O -0.664; H 0.318; H 0.322

---

(4)
This record from the OMol25 dataset describes an isolated molecule of C2H6N4 at a distorted geometry. The level of theory is the ωB97M-V functional and the def2-TZVPD basis.

Bonds (Å) are listed after each position.
Cartesian coordinates (Å):
1 C 0.039 -0.491 0.772  C2 1.490, N4 1.474, H7 1.092, H8 1.090
2 C 0.572 0.769 0.181  C1 1.490, H9 1.074, H10 1.079
3 N -0.050 -1.305 -1.479  N4 1.441, N5 1.427, H11 1.021
4 N -0.739 -1.263 -0.214  C1 1.474, N3 1.441, N5 1.411
5 N -1.175 -0.450 -1.281  N3 1.427, N4 1.411, N6 1.342
6 N -0.874 0.857 -1.239  N5 1.342, H12 1.019
7 H 0.837 -1.164 1.092  C1 1.092
8 H -0.642 -0.298 1.601  C1 1.090
9 H 0.456 1.695 0.714  C2 1.074
10 H 1.444 0.685 -0.448  C2 1.079
11 H -0.334 -2.133 -2.005  N3 1.021
12 H -1.608 1.348 -0.731  N6 1.019

Its total energy is -8126.1243 eV. As for the gap between HOMO and LUMO: 0.380 Eh. Its spin multiplicity is 1. The value obtained for the lowest unoccupied orbital energy is 1.11 eV. The calculation puts the energy above the lowest of the compared OMol25 structures with the same formula, charge and spin at 5.969 eV.

Mulliken analysis output, partial charges in e: C -0.306; C -0.435; N -0.326; N -0.172; N -0.003; N -0.412; H 0.261; H 0.292; H 0.300; H 0.262; H 0.279; H 0.261

---

(5)
This record from the OMol25 dataset describes an isolated molecule of C5H8N2 at a distorted geometry. The level of theory is the ωB97M-V functional and the def2-TZVPD basis.

Bonds (Å) are listed after each position.
Cartesian coordinates (Å):
1 C -1.147 1.125 -0.512  C2 1.526, H8 1.096, H9 1.100, H10 1.096
2 C -0.177 0.020 -0.104  C1 1.526, C3 1.546, C6 1.504, N7 1.457
3 C 1.194 0.136 -0.808  C2 1.546, C4 1.460, H11 1.095, H12 1.095
4 C 2.135 -0.474 0.127  C3 1.460, N5 1.157
5 N 2.379 -0.971 1.143  C4 1.157
6 C -0.234 -0.668 1.232  C2 1.504, N7 1.469, H13 1.088, H14 1.149
7 N -0.638 -1.359 0.000  C2 1.457, C6 1.469, H15 1.018
8 H -0.809 2.111 -0.174  C1 1.096
9 H -1.247 1.180 -1.607  C1 1.100
10 H -2.152 0.962 -0.107  C1 1.096
11 H 1.462 1.182 -0.998  C3 1.095
12 H 1.186 -0.393 -1.766  C3 1.095
13 H -1.004 -0.329 1.921  C6 1.088
14 H 0.701 -1.109 1.733  C6 1.149
15 H -1.651 -1.412 -0.080  N7 1.018

Its total energy is -8292.8827 eV. As for the gap between HOMO and LUMO: 0.383 Eh. Its spin multiplicity is 1. The value obtained for the lowest unoccupied orbital energy is 0.83 eV. The calculation puts the energy above the lowest of the compared OMol25 structures with the same formula, charge and spin at 2.114 eV. Its structure (SMILES) is C[C@@]1(CC#N)CN1.

Mulliken analysis output, partial charges in e: C -1.440; C 0.980; C -0.649; C 0.383; N -0.559; C -0.592; N -0.706; H 0.318; H 0.340; H 0.368; H 0.345; H 0.305; H 0.272; H 0.354; H 0.280

---

(6)
This record from the OMol25 dataset describes an isolated molecule of C5H5Cl at a distorted geometry. The level of theory is the ωB97M-V functional and the def2-TZVPD basis.

Bonds (Å) are listed after each position.
Cartesian coordinates (Å):
1 C 0.120 2.987 0.105  C2 1.211, H7 1.102
2 C -0.326 1.862 0.072  C1 1.211, C3 1.386
3 C -0.762 0.550 0.173  C2 1.386, C4 1.458, H8 1.106
4 C 0.272 -0.466 0.020  C3 1.458, C5 1.498, H9 1.097
5 C 0.234 -1.962 0.073  C4 1.498, Cl6 1.794, H10 1.144, H11 1.183
6 Cl 0.592 -2.624 -1.555  C5 1.794
7 H 0.468 3.982 -0.218  C1 1.102
8 H -1.856 0.408 0.250  C3 1.106
9 H 1.294 -0.131 -0.197  C4 1.097
10 H 0.857 -2.426 0.913  C5 1.144
11 H -0.892 -2.181 0.363  C5 1.183

Its total energy is -17785.0818 eV. As for the gap between HOMO and LUMO: 0.330 Eh. Its spin multiplicity is 1. The value obtained for the lowest unoccupied orbital energy is 0.04 eV. The calculation puts the energy above the lowest of the compared OMol25 structures with the same formula, charge and spin at 2.478 eV. Its structure (SMILES) is C#C/C=C/CCl.

Mulliken analysis output, partial charges in e: C 0.125; C -0.459; C -0.429; C -0.195; C -0.375; Cl -0.174; H 0.377; H 0.291; H 0.309; H 0.303; H 0.226

---

(7)
This record from the OMol25 dataset describes an isolated molecule of C21H25N3O3S2 at a distorted geometry. The level of theory is the ωB97M-V functional and the def2-TZVPD basis.

Bonds (Å) are listed after each position.
Cartesian coordinates (Å):
1 C 4.755 -3.024 -2.348  C2 1.526, H30 1.087, H31 1.086, H32 1.087
2 C 3.289 -2.601 -2.390  C1 1.526, N3 1.448, H33 1.094, H34 1.093
3 N 2.615 -2.656 -1.109  C2 1.448, C4 1.447, S6 1.656
4 C 2.371 -3.937 -0.482  N3 1.447, C5 1.526, H35 1.096, H36 1.091
5 C 1.199 -4.673 -1.126  C4 1.526, H37 1.087, H38 1.087, H39 1.087
6 S 2.863 -1.319 -0.164  N3 1.656, O7 1.443, O8 1.435, C9 1.790
7 O 2.346 -1.590 1.156  S6 1.443
8 O 4.204 -0.817 -0.250  S6 1.435
9 C 1.736 -0.112 -0.852  S6 1.790, C10 1.381, C29 1.383
10 C 0.548 -0.515 -1.428  C9 1.381, C11 1.383, H40 1.078
11 C -0.434 0.428 -1.675  C10 1.383, C12 1.391, H41 1.079
12 C -0.229 1.756 -1.318  C11 1.391, C13 1.497, C28 1.392
13 C -1.406 2.679 -1.396  C12 1.497, O14 1.212, N15 1.357
14 O -2.225 2.647 -2.289  C13 1.212
15 N -1.478 3.522 -0.335  C13 1.357, C16 1.443, H42 1.010
16 C -2.717 4.173 0.017  N15 1.443, C17 1.527, H43 1.093, H44 1.092
17 C -3.570 3.261 0.896  C16 1.527, S18 1.838, H45 1.089, H46 1.087
18 S -2.714 2.805 2.457  C17 1.838, C19 1.766
19 C -1.786 1.379 1.983  S18 1.766, C20 1.371, C27 1.429
20 C -0.441 1.216 2.199  C19 1.371, N21 1.362, H47 1.073
21 N -0.058 -0.035 1.823  C20 1.362, C22 1.363, H48 1.012
22 C -1.147 -0.701 1.345  N21 1.363, C23 1.389, C27 1.416
23 C -1.246 -1.995 0.849  C22 1.389, C24 1.377, H49 1.079
24 C -2.487 -2.428 0.439  C23 1.377, C25 1.398, H50 1.080
25 C -3.611 -1.602 0.537  C24 1.398, C26 1.376, H51 1.080
26 C -3.523 -0.322 1.036  C25 1.376, C27 1.395, H52 1.080
27 C -2.274 0.152 1.439  C19 1.429, C22 1.416, C26 1.395
28 C 1.000 2.160 -0.804  C12 1.392, C29 1.383, H53 1.080
29 C 1.986 1.219 -0.571  C9 1.383, C28 1.383, H54 1.079
30 H 5.201 -2.886 -3.329  C1 1.087
31 H 5.286 -2.410 -1.626  C1 1.086
32 H 4.853 -4.070 -2.069  C1 1.087
33 H 2.730 -3.221 -3.097  C2 1.094
34 H 3.220 -1.560 -2.717  C2 1.093
35 H 3.268 -4.567 -0.509  C4 1.096
36 H 2.144 -3.714 0.562  C4 1.091
37 H 1.426 -4.942 -2.155  C5 1.087
38 H 0.995 -5.584 -0.570  C5 1.087
39 H 0.306 -4.053 -1.117  C5 1.087
40 H 0.392 -1.557 -1.654  C10 1.078
41 H -1.383 0.144 -2.103  C11 1.079
42 H -0.855 3.353 0.442  N15 1.010
43 H -3.253 4.390 -0.911  C16 1.093
44 H -2.492 5.105 0.540  C16 1.092
45 H -4.486 3.765 1.199  C17 1.089
46 H -3.809 2.343 0.364  C17 1.087
47 H 0.257 1.911 2.626  C20 1.073
48 H 0.872 -0.433 1.863  N21 1.012
49 H -0.371 -2.624 0.808  C23 1.079
50 H -2.605 -3.428 0.048  C24 1.080
51 H -4.570 -1.984 0.221  C25 1.080
52 H -4.407 0.290 1.134  C26 1.080
53 H 1.182 3.201 -0.582  C28 1.080
54 H 2.942 1.488 -0.149  C29 1.079

Its total energy is -54466.9867 eV. As for the gap between HOMO and LUMO: 0.296 Eh. Its spin multiplicity is 1. The value obtained for the lowest unoccupied orbital energy is 0.22 eV. The calculation puts the energy above the lowest of the compared OMol25 structures with the same formula, charge and spin at 0.733 eV. Its structure (SMILES) is CCN(CC)S(=O)(=O)c1ccc(C(=O)NCCSc2c[nH]c3ccccc23)cc1.

Mulliken analysis output, partial charges in e: C -1.238; C -0.706; N 0.539; C -0.621; C -1.201; S 1.530; O -0.837; O -0.765; C 0.213; C -0.093; C -1.285; C 0.508; C 0.101; O -0.665; N -0.127; C -0.939; C -0.442; S -0.100; C 0.027; C -0.793; N 0.268; C -0.546; C -0.568; C -0.595; C -0.782; C -0.509; C 0.887; C -0.351; C -0.928; H 0.428; H 0.286; H 0.314; H 0.503; H 0.268; H 0.337; H 0.432; H 0.358; H 0.416; H 0.188; H 0.450; H 0.447; H 0.346; H 0.423; H 0.363; H 0.457; H 0.170; H 0.440; H 0.303; H 0.625; H 0.442; H 0.399; H 0.502; H 0.600; H 0.525